# 1
# C6H7Cl2P

One molecule with the formula C6H7Cl2P in a non-equilibrium geometry (wB97M-V/def2-TZVPD, the Open Molecules 2025 dataset).

HOMO energy = -8.689 eV
ΔE to the lowest compared entry with this formula, charge and spin = 50.19 kcal/mol
SMILES string = C=C/C(Cl)=C\C=C(/P)Cl

Geometry as XYZ:
```
16
Properties=species:S:1:pos:R:3:forces:R:3:nbo_charge:R:1
C 0.02589 -0.50258 -1.57902 1.71 -1.15 3.43 -0.33
C 1.19388 0.02816 -1.23428 1.76 0.38 0.52 -0.24
C 1.73329 0.20253 0.14247 -1.50 0.23 -0.45 -0.04
Cl 3.45525 0.24382 0.32476 0.02 -0.16 -0.03 0.02
C 0.95046 0.68897 1.15703 0.10 0.86 1.11 -0.24
C -0.44610 1.04760 0.98870 -0.55 0.48 0.12 -0.25
C -1.41914 0.29719 0.38911 0.30 0.10 1.46 -0.33
P -1.94614 -1.39301 0.90052 1.43 1.18 2.47 0.40
Cl -2.84192 1.09748 -0.10368 -1.16 1.04 -0.50 0.01
H -0.45516 -0.37631 -2.44649 -1.27 0.38 -3.45 0.20
H -0.32755 -1.27259 -0.92936 -0.43 0.14 0.01 0.20
H 1.85416 0.42080 -2.00176 -0.11 0.51 0.05 0.22
H 1.37430 1.14253 2.12476 -0.10 -0.96 -1.76 0.24
H -0.73766 2.09584 1.34174 0.54 -1.40 -0.75 0.23
H -0.56998 -1.71679 1.18094 -0.55 -0.29 0.26 -0.03
H -1.84359 -2.00363 -0.25544 -0.19 -1.33 -2.50 -0.06
```
Forces are in eV/Å.

# 2
# C2H4NO

A 2-piece molecular cluster, C2H4NO overall in a non-equilibrium geometry (wB97M-V/def2-TZVPD, the Open Molecules 2025 dataset).

HOMO energy (spin up / spin down) = -14.349 / -13.806 eV
Charge = +1
ΔE to the lowest compared entry with this formula, charge and spin = 146.44 kcal/mol

Geometry as XYZ:
```
8
Properties=species:S:1:pos:R:3:forces:R:3:nbo_charge:R:1
C 1.50321 0.76043 -0.69080 2.34 -1.38 1.90 -0.13
C -1.85892 -0.25514 0.43953 -1.79 -2.13 -0.63 0.18
N 2.29057 0.08380 -0.11757 -4.08 2.22 -2.36 0.26
O 2.87218 -0.62063 0.58108 2.17 -1.36 1.57 -0.26
H 0.79598 0.95044 -1.42170 -0.53 0.55 -1.23 0.24
H -3.01888 -0.12530 0.52263 2.33 0.09 -0.06 0.26
H -1.10698 0.50685 0.48543 0.13 0.74 0.34 0.21
H -1.47716 -1.30044 0.20140 -0.56 1.26 0.46 0.23
```
Forces are in eV/Å.

# 3
# C22H35IN3O9P

A 2-piece molecular cluster, C22H35IN3O9P overall (wB97M-V/def2-TZVPD, the Open Molecules 2025 dataset).

HOMO energy = 0.171 eV
Charge = -2

Geometry as XYZ:
```
71
Properties=species:S:1:pos:R:3:forces:R:3:lowdin_charge:R:1
C 1.10131 3.35694 0.39155 -0.06 -0.49 0.21 -0.06
C 2.49662 3.16875 0.98865 -0.55 0.46 -0.15 -0.23
O 3.50986 2.88846 0.00423 0.63 -0.11 0.43 -0.02
C 3.65011 1.56179 -0.24464 -0.40 -0.24 -0.28 -0.47
O 2.71846 0.80701 -0.22170 0.07 0.24 0.12 0.14
C 5.05446 1.12305 -0.56338 0.00 0.24 -0.20 -0.09
C 5.33126 -0.32011 -0.14152 0.38 0.26 -0.32 -0.14
C 4.88277 -1.32948 -1.19388 0.15 0.35 -0.03 -0.23
O 4.85895 -2.63592 -0.67244 -0.08 -0.27 -0.54 -0.05
C 3.81586 -2.89936 0.23333 -0.32 0.04 0.45 -0.50
O 4.12511 -3.62259 1.17294 0.19 0.11 0.22 0.02
C 2.56680 -2.24586 0.03964 0.08 -0.25 -0.01 -0.15
C 1.91924 -1.64635 1.18946 0.26 -0.92 -0.23 -0.05
C 0.79937 -0.93043 1.11374 -0.02 0.32 0.37 -0.31
C 0.18404 -0.22290 2.29448 -0.44 -0.46 -0.71 -0.64
I 1.66224 0.57980 3.63247 0.01 -0.01 0.31 0.93
C -0.86022 -1.07789 3.05027 -0.28 0.13 0.40 -0.27
C -2.30388 -0.53063 3.00865 -0.04 -0.49 -0.41 -0.10
N 0.13005 -0.80152 -0.13476 -0.60 -0.27 0.09 -0.05
C -1.06382 -0.02832 -0.34046 0.32 0.24 -0.48 -0.17
C -2.04867 -0.65769 -1.35112 -0.55 0.43 0.49 -0.17
C -3.52106 -0.59119 -0.88486 0.24 0.05 -0.60 -0.17
C -4.24621 0.64499 -1.42210 -0.11 -0.16 0.27 -0.19
N -4.94618 0.30504 -2.68665 0.24 0.46 -0.37 0.03
C -5.41484 1.45651 -3.36291 -0.06 -0.32 0.17 -0.53
C -4.57123 1.96992 -4.50883 -0.40 -0.14 -0.29 -0.01
O -6.41864 2.02432 -3.01837 -0.04 0.26 0.17 0.08
C 0.72889 -1.39466 -1.26283 0.22 0.17 -0.06 -0.07
C 1.87434 -2.08870 -1.21463 0.44 0.16 -0.01 -0.21
C 2.38800 -2.73362 -2.49482 -0.29 -0.16 0.24 -0.23
N 1.40956 -3.58103 -3.20630 0.36 0.18 -0.16 -0.01
H 0.69573 4.34930 0.57202 0.05 0.13 -0.15 0.07
H 1.10879 3.11910 -0.66862 0.04 0.19 -0.12 0.07
H 0.41845 2.63866 0.84606 -0.07 0.02 0.03 0.06
H 2.47410 2.37757 1.73437 0.17 0.00 -0.17 -0.01
H 2.82321 4.08459 1.47652 0.14 0.04 -0.03 0.11
H 5.17523 1.22123 -1.64853 0.04 -0.01 -0.05 0.13
H 5.76741 1.81612 -0.12045 -0.05 0.07 0.09 0.11
H 4.87689 -0.54230 0.82157 -0.11 -0.03 0.03 0.13
H 6.41608 -0.39529 -0.04479 0.03 -0.22 0.26 0.11
H 3.93672 -0.99931 -1.62187 -0.10 -0.11 0.12 0.09
H 5.61646 -1.34064 -2.00547 0.05 -0.04 -0.06 0.12
H 2.42374 -1.76452 2.13681 -0.03 0.10 0.11 0.08
H -0.31924 0.66365 1.92100 0.13 0.25 0.22 0.04
H -0.85228 -2.08070 2.62802 0.18 -0.04 -0.08 0.10
H -0.57329 -1.19032 4.09327 0.11 0.03 0.03 0.07
H -2.36321 0.46465 2.57130 0.01 0.19 0.25 0.07
H -2.91610 -1.18368 2.38021 -0.04 0.04 -0.08 0.06
H -2.78437 -0.51876 3.97995 0.06 0.22 0.12 0.04
H -1.59613 0.13836 0.58782 0.07 -0.16 0.17 0.08
H -0.78838 0.97728 -0.71920 -0.12 0.09 0.03 0.11
H -2.00028 -0.06046 -2.26602 0.19 -0.37 -0.34 0.10
H -1.78773 -1.69029 -1.55963 0.18 -0.04 -0.01 0.10
H -4.03294 -1.45512 -1.31082 -0.22 -0.09 0.28 0.11
H -3.60134 -0.63129 0.19807 0.04 -0.10 0.08 0.09
H -4.96382 1.02566 -0.70113 -0.21 -0.02 -0.10 0.12
H -3.52244 1.44473 -1.61850 0.07 0.06 0.17 0.12
H -4.28756 -0.16534 -3.29799 0.17 -0.04 0.18 0.10
H -5.22819 2.42564 -5.24563 0.02 0.04 -0.07 0.08
H -3.90835 2.74975 -4.13720 0.13 -0.07 0.11 0.09
H -3.98641 1.17869 -4.97114 0.14 0.03 -0.05 0.07
H 0.23079 -1.27033 -2.21158 -0.24 0.13 0.04 0.09
H 2.73086 -1.94917 -3.16957 0.05 -0.10 -0.23 0.11
H 3.23756 -3.36636 -2.25490 0.12 0.05 -0.01 0.10
H 0.99714 -4.19237 -2.51225 -0.17 -0.02 -0.02 0.06
H 0.66745 -2.99050 -3.55803 -0.17 -0.06 0.09 0.04
O -2.70205 1.58194 5.50644 -0.18 0.10 -0.20 -0.23
P -3.98117 1.31258 6.29906 0.00 -0.01 0.05 -0.15
O -4.70423 0.13603 5.64202 0.25 -0.12 0.06 -0.25
O -4.83215 2.58261 6.30197 0.22 0.10 0.11 -0.24
O -3.67751 0.95030 7.75365 -0.30 -0.03 0.02 -0.24
```
Forces are in eV/Å.

# 4
# C2H4N2P2

C2H4N2P2 as an isolated structure in a non-equilibrium geometry (wB97M-V/def2-TZVPD, the Open Molecules 2025 dataset).

HOMO energy = -8.554 eV
ΔE to the lowest compared entry with this formula, charge and spin = 55.02 kcal/mol

Geometry as XYZ:
```
10
Properties=species:S:1:pos:R:3:forces:R:3:nbo_charge:R:1
C 0.23386 -1.53896 -1.90915 -0.37 -0.96 0.43 -0.17
C -0.19165 -2.22506 -0.74271 -0.04 0.35 1.23 -0.50
N 0.15741 -0.22945 -2.02812 0.04 1.33 0.27 -0.16
N -0.28415 0.31840 -0.91044 0.02 0.22 -0.36 -0.62
P -0.83925 -0.88378 0.17810 0.00 -0.30 -1.29 0.71
P -0.49435 -0.12304 2.20425 0.25 -0.78 0.20 0.12
H 0.64135 -2.07455 -2.74955 0.02 0.00 -0.25 0.21
H -0.46966 1.31377 -0.93334 0.06 -0.19 -0.10 0.41
H -0.83567 1.17760 1.82739 -0.27 0.29 -0.22 0.00
H 0.86935 0.11564 1.98536 0.29 0.04 0.10 0.01
```
Forces are in eV/Å.

# 5
# C10H16

A 2-piece molecular cluster, C10H16 overall (wB97M-V/def2-TZVPD, the Open Molecules 2025 dataset).

HOMO energy = -9.431 eV
ΔE to the lowest compared entry with this formula, charge and spin = 5.69 kcal/mol
SMILES string = c1ccccc1.CCCC

Geometry as XYZ:
```
26
Properties=species:S:1:pos:R:3:forces:R:3:nbo_charge:R:1
C 2.10483 0.92646 2.84949 0.12 0.08 -0.01 -0.21
C 0.86108 1.55904 2.84721 -0.01 0.15 -0.01 -0.21
C -0.30841 0.79877 2.88396 -0.13 0.07 -0.01 -0.22
C -0.23415 -0.59408 2.92301 -0.13 -0.08 0.00 -0.22
C 1.00960 -1.22665 2.92529 0.01 -0.15 0.00 -0.20
C 2.17909 -0.46638 2.88854 0.13 -0.07 0.00 -0.22
H 3.02508 1.52471 2.82057 -0.45 -0.29 0.01 0.21
H 0.80264 2.65505 2.81648 0.03 -0.53 0.01 0.22
H -1.28710 1.29653 2.88216 0.47 -0.24 0.00 0.21
H -1.15441 -1.19232 2.95193 0.44 0.29 -0.01 0.21
H 1.06803 -2.32267 2.95602 -0.03 0.53 -0.01 0.21
H 3.15778 -0.96415 2.89034 -0.47 0.24 0.00 0.21
C -1.24112 -2.04418 -2.41581 -0.05 -0.04 0.00 -0.60
C -1.45617 -0.53401 -2.51013 -0.17 0.08 -0.02 -0.39
C -0.14726 0.24910 -2.43773 0.18 -0.08 0.04 -0.39
C -0.36231 1.75928 -2.53204 0.05 0.04 0.00 -0.60
H -2.20215 -2.58270 -2.47081 0.41 0.12 0.03 0.21
H -0.75019 -2.29720 -1.46105 -0.15 -0.01 -0.35 0.20
H -0.59793 -2.38686 -3.24376 -0.22 0.02 0.32 0.20
H -1.96373 -0.29273 -3.46387 0.09 -0.05 0.40 0.19
H -2.11568 -0.20327 -1.68484 0.17 -0.09 -0.37 0.19
H 0.36030 0.00784 -1.48398 -0.10 0.05 -0.40 0.20
H 0.51225 -0.08164 -3.26302 -0.17 0.09 0.37 0.19
H -1.00550 2.10195 -1.70409 0.22 -0.02 -0.32 0.20
H -0.85324 2.01230 -3.48681 0.16 0.02 0.35 0.20
H 0.59872 2.29780 -2.47705 -0.41 -0.12 -0.03 0.21
```
Forces are in eV/Å.

# 6
# C25H22FN2O10S2

A 3-piece molecular cluster, C25H22FN2O10S2 overall in a non-equilibrium geometry (wB97M-V/def2-TZVPD, the Open Molecules 2025 dataset).

HOMO energy = -5.285 eV
Charge = -1
ΔE to the lowest compared entry with this formula, charge and spin = 139.41 kcal/mol

Geometry as XYZ:
```
62
Properties=species:S:1:pos:R:3:forces:R:3:nbo_charge:R:1
C 1.02966 -3.34748 -0.03532 0.03 0.62 0.17 -0.69
C 0.76382 -4.12022 -1.30883 0.68 -0.50 0.23 0.52
C 1.07791 -5.61991 -1.08347 -0.12 0.22 -0.14 -0.63
O -0.56090 -3.97527 -1.78944 -0.56 1.04 -0.07 -0.52
C -0.95894 -2.71163 -2.28181 -0.45 -1.57 0.75 0.75
O -2.13224 -2.55396 -2.54412 0.98 -0.52 0.33 -0.57
C 0.10294 -1.76108 -2.60756 -0.38 -0.32 1.22 -0.05
C -0.29368 -0.82675 -3.66527 0.17 1.02 -0.33 -0.49
C -1.12216 0.40121 -3.41599 -0.14 0.29 0.52 0.07
C -0.57497 1.61729 -3.85008 -0.73 -0.39 0.42 -0.20
C -1.35354 2.75882 -3.71944 -0.83 0.42 0.02 -0.18
C -2.70392 2.67865 -3.22075 1.31 -0.81 1.00 0.06
N -3.49057 3.89018 -2.94964 -0.93 1.93 0.50 0.49
O -4.66417 3.78547 -2.48098 2.89 0.05 -1.24 -0.41
O -2.94432 5.00189 -3.16132 -1.18 -2.32 0.32 -0.39
C -3.17126 1.47236 -2.64009 0.34 0.47 -0.62 -0.18
C -2.37610 0.33299 -2.79436 0.09 0.56 -0.02 -0.22
C 1.42998 -2.36555 -2.81404 2.23 0.10 -1.20 0.73
O 2.29734 -1.86240 -3.53249 -1.58 -0.84 1.42 -0.56
O 1.66383 -3.63760 -2.33958 -0.46 0.61 0.39 -0.51
H 0.87912 -2.27860 -0.24127 0.14 -0.17 0.35 0.29
H 0.39065 -3.61344 0.82058 0.04 -0.17 -0.50 0.22
H 2.07306 -3.50984 0.26040 -0.29 0.00 -0.20 0.21
H 0.90652 -6.21671 -1.98903 -0.10 0.16 0.33 0.22
H 2.10464 -5.77554 -0.74474 0.19 0.47 -0.48 0.22
H 0.53579 -6.01025 -0.21484 -0.55 0.18 -0.47 0.22
H 0.65410 -0.47686 -4.06379 -0.15 -0.17 -0.60 0.26
H -0.90915 -1.39553 -4.38173 0.54 -0.08 -0.20 0.25
H 0.46828 1.60562 -4.22172 -0.88 0.40 0.24 0.23
H -0.87408 3.70057 -3.98330 -0.62 -0.01 0.08 0.24
H -4.11654 1.46363 -2.06970 0.64 -0.02 -0.58 0.25
H -2.67364 -0.63561 -2.41412 -0.20 0.36 0.02 0.26
C 2.58821 -3.09629 4.56686 -0.53 0.28 -0.62 -0.21
C 2.35789 -1.80988 5.06610 -0.18 0.48 0.03 -0.23
C 2.27619 -0.66196 4.24398 -0.18 -0.38 0.17 -0.21
C 2.44955 -0.82232 2.87154 0.28 -1.12 -0.45 -0.20
S 2.52530 0.58158 1.71714 -1.36 1.34 -0.97 2.22
N 0.86770 1.02863 1.25190 0.48 -0.09 -0.60 -0.91
F 0.33022 -0.36015 -0.54103 0.17 -0.36 -0.79 -0.42
S 0.66651 2.72224 0.79359 0.86 -1.45 -0.14 2.22
C -0.81616 3.33540 1.64868 0.03 0.09 -0.42 -0.20
C -1.79043 3.97058 0.86191 0.07 0.52 0.16 -0.22
C -2.86976 4.62720 1.47164 0.52 -0.19 0.51 -0.22
C -2.94454 4.64222 2.87827 -0.24 -0.44 -0.53 -0.21
C -1.95022 4.02610 3.65172 -0.05 -0.17 -0.51 -0.21
C -0.85941 3.39246 3.03767 -0.35 0.07 0.07 -0.22
O 1.78566 3.38795 1.40556 -0.75 0.96 -0.72 -0.92
O 0.39130 2.89530 -0.62215 0.20 -0.46 1.23 -0.92
O 2.90828 1.64125 2.60147 1.10 -0.34 0.54 -0.93
O 3.32549 0.22522 0.55452 -0.89 -0.05 1.45 -0.91
C 2.80453 -2.08690 2.38757 0.07 0.01 -0.28 -0.22
C 2.78541 -3.24509 3.19220 0.12 0.58 -0.20 -0.22
H 2.53169 -3.97629 5.21789 0.15 0.46 -0.19 0.21
H 2.18192 -1.71110 6.13504 0.10 0.16 -0.15 0.21
H 2.10340 0.34293 4.64185 -0.02 -0.50 -0.02 0.25
H -1.63201 4.09770 -0.21124 -0.11 -0.51 0.30 0.25
H -3.61791 5.14160 0.85218 0.38 -0.30 0.36 0.22
H -3.83974 5.07286 3.33890 0.50 -0.03 0.02 0.21
H -2.04385 3.98522 4.73219 0.06 0.19 -0.09 0.21
H -0.04930 2.96870 3.63578 -0.28 0.02 -0.25 0.24
H 3.17568 -2.09072 1.36002 -0.48 -0.33 0.19 0.25
H 2.90094 -4.23894 2.73612 0.21 0.56 0.24 0.21
```
Forces are in eV/Å.